18
Properties=species:S:1:pos:R:3 method="wB97M-V/def2-TZVPD" total_charge=+1 relative_energy_kcal_mol=114.4 e_homo_ev=-12.98 lumo_ev=-3.263 total_energy_ev=-7765.66816
C -0.568 -2.063 -0.346
C -2.330 0.233 0.206
C -0.875 0.022 0.179
N 2.592 -0.044 0.084
N 0.133 0.727 -0.026
N 0.286 2.075 0.163
H 0.125 -2.122 -1.119
H -1.601 -2.226 -0.413
H -0.018 -2.370 0.538
H -2.412 1.357 0.384
H -2.763 -0.237 1.131
H -2.774 -0.146 -0.773
H 2.508 -0.921 0.576
H 3.340 0.523 0.570
H 1.469 0.289 0.106
H 0.868 2.585 -0.524
H -0.683 2.605 0.174
H 2.702 -0.286 -0.909

20
Properties=species:S:1:pos:R:3 method="wB97M-V/def2-TZVPD" total_charge=0 relative_energy_kcal_mol=113.4 e_homo_ev="-7.94 / -7.94" lumo_ev="-0.323 / -0.321" total_energy_ev=-21799.04092
C 0.450 2.992 -1.692
C 0.516 1.781 -1.642
C 0.889 -1.540 2.269
C 0.724 -2.277 1.123
C 0.688 -0.168 2.110
C 0.565 -1.670 -0.119
C 0.445 0.460 0.949
C 0.457 -0.238 -0.272
C 0.196 0.433 -1.565
N -1.818 0.020 -1.342
S -2.544 1.199 -0.539
H 0.848 3.956 -1.923
H 0.742 -1.933 3.173
H 0.842 -3.381 1.052
H 0.790 0.376 3.072
H 0.565 -2.342 -0.928
H 0.295 1.530 0.994
H 0.356 0.029 -2.509
H -1.640 -0.808 -0.696
H -3.367 1.581 -1.515

90
Properties=species:S:1:pos:R:3 method="wB97M-V/def2-TZVPD" total_charge=-1 e_homo_ev=-5.13 lumo_ev=1.950 total_energy_ev=-145171.68800
C 1.433 3.706 1.314
O 2.000 3.595 -0.010
C 2.771 2.343 -0.131
Al 2.169 1.255 -1.789
C 0.138 1.037 -1.827
O -0.382 -0.034 -2.674
C -0.418 -1.276 -2.043
C -0.728 -1.557 -0.514
O -0.238 -2.289 -2.774
P 2.703 2.635 -3.645
O 2.515 4.145 -3.343
C 3.254 -0.468 -2.045
F 4.486 -0.073 -2.704
F 2.666 -1.438 -2.909
C 3.756 -1.131 -0.644
F 2.887 -0.832 0.435
F 4.975 -0.449 -0.338
C 3.952 -2.712 -0.717
F 4.668 -3.144 -1.857
F 2.642 -3.279 -0.707
C 4.702 -3.356 0.545
F 5.982 -2.862 0.771
F 4.870 -4.740 0.254
F 3.856 -3.306 1.652
H 2.192 3.440 2.114
H 1.078 4.772 1.554
H 0.532 3.002 1.401
H 3.866 2.686 -0.259
H 2.696 1.753 0.840
H -0.225 1.028 -0.748
H -0.270 2.013 -2.274
H -0.722 -2.680 -0.350
H 0.049 -1.097 0.172
H -1.786 -1.204 -0.251
H 1.873 2.299 -4.779
H 4.061 2.349 -4.081
C -0.762 -6.679 -1.594
C 0.036 -6.070 -0.419
C 1.494 -5.699 -0.710
F 2.240 -6.752 -1.093
F 2.086 -5.207 0.410
F -0.057 -6.900 0.649
F -0.612 -4.926 -0.057
O -0.872 -8.113 -1.657
C 0.189 -8.832 -2.244
C 0.934 -9.718 -1.236
F 1.399 -9.012 -0.187
F 2.009 -10.305 -1.819
F 0.997 -7.984 -2.901
F -0.372 -9.620 -3.191
H -1.795 -6.348 -1.452
H -0.467 -6.255 -2.556
H 1.559 -4.931 -1.484
H 0.278 -10.501 -0.849
C -2.976 4.864 -3.863
C -2.348 4.239 -2.597
C -2.819 2.829 -2.227
F -4.143 2.756 -1.995
F -2.212 2.417 -1.086
F -2.510 5.098 -1.561
F -1.007 4.175 -2.819
O -4.088 5.761 -3.688
C -5.374 5.200 -3.549
C -5.977 5.435 -2.157
F -5.179 4.973 -1.175
F -7.163 4.787 -2.034
F -5.338 3.902 -3.898
F -6.151 5.812 -4.474
H -2.198 5.500 -4.295
H -3.179 4.116 -4.634
H -2.567 2.110 -3.013
H -6.143 6.500 -1.981
C -0.203 2.191 7.102
C 0.676 2.061 5.838
C 1.008 3.363 5.102
F -0.081 4.018 4.666
F 1.756 3.099 4.001
F 0.108 1.159 5.004
F 1.858 1.506 6.238
O -1.614 1.955 6.963
C -2.421 3.022 6.514
C -3.036 2.760 5.132
F -2.098 2.487 4.205
F -3.711 3.852 4.696
F -1.721 4.169 6.574
F -3.416 3.146 7.423
H 0.126 1.394 7.774
H -0.002 3.114 7.652
H 1.584 4.039 5.741
H -3.728 1.916 5.169

Number 1: strongest force on any atom 5.55 eV/A. Number 2: strongest force on any atom 4.39 eV/A. Number 3: strongest force on any atom 3.88 eV/A.